12
Properties=species:S:1:pos:R:3:forces:R:3 method="wB97M-V/def2-TZVPD" lumo_energy_ev=0.908 e_homo_ev=-8.530 energy_ev=-9705.35428 de_lowest_ev=5.2295 multiplicity=1 homo_lumo_gap_ev=9.438 fmax_ev_per_a=8.48 smiles=COc1c[nH]nn1
O -0.8672 0.8007 -0.4420 -2.2978 3.7406 -1.3364
N 0.9811 -0.6659 -0.3077 -0.3507 2.3352 -1.6998
N 1.5676 -1.4497 0.5110 -3.9283 1.0714 1.6004
N 0.6200 -1.5401 1.5209 2.3704 -2.8981 3.9403
C -0.5184 -0.7738 1.3271 0.0422 0.1126 -0.6359
C -0.3010 1.5791 -1.4949 -1.8490 -2.0843 -4.1813
C -0.2751 -0.1144 0.1507 6.1118 -5.4384 2.2180
H 1.0319 -2.0190 2.4926 -2.0478 1.7430 -3.5581
H 0.3082 0.7634 -2.2435 -2.0324 2.3791 1.7534
H 0.4865 2.3916 -1.3534 -1.5733 -0.8581 0.8121
H -1.5187 1.8722 -1.9361 4.5464 0.0018 0.4921
H -1.5149 -0.8442 1.7752 1.0085 -0.1049 0.5953

---

48
Properties=species:S:1:pos:R:3:forces:R:3 method="wB97M-V/def2-TZVPD" lumo_energy_ev=-0.140 e_homo_ev=-8.888 energy_ev=-28121.60361 de_lowest_ev=1.4677 multiplicity=1 homo_lumo_gap_ev=8.748 fmax_ev_per_a=2.96 smiles=NCCCCN.O.O.O.O.O.O.O.O.O.O
O 0.3163 -0.9689 -4.1387 0.2195 -0.0217 0.7201
O 3.1886 0.5228 2.1572 -0.1583 -0.2758 -0.4427
O -2.4003 3.3918 0.5215 -0.1386 0.0751 0.0495
O 2.7415 3.3712 -1.3747 0.0060 -0.2036 0.0832
O 0.3177 2.6943 0.3554 0.7162 -0.4382 -0.2039
O 2.2185 -3.3611 1.9259 -0.2067 0.0692 -0.2980
O -2.5589 -1.7115 4.0826 0.3973 -0.2802 -0.5627
O -0.1885 1.3226 3.3981 -1.2659 -0.1524 -0.0723
O 3.7735 -0.6022 -1.3041 -0.1103 0.8398 -0.6119
O 1.0580 0.9833 -1.7758 -0.2168 -0.5799 -0.2107
N 0.7264 -2.2863 -0.6259 0.2498 0.7509 -0.0703
N -4.1486 -0.2522 -1.8240 -0.0963 0.1722 0.0926
C -2.8524 0.1354 -1.2310 -1.0865 0.3814 -1.2687
C -0.1922 -1.8157 0.3898 -1.9507 -0.4858 0.9393
C -1.6965 -1.8367 -0.0635 2.5600 0.8474 -1.2087
C -1.7908 -0.9578 -1.3597 -1.0292 0.1053 2.2687
H -0.0607 -0.7916 0.7634 0.5992 0.1196 -0.1429
H -1.9195 -2.8601 -0.3499 -0.5618 -0.1019 0.6015
H 2.9760 -3.9486 1.9721 0.0672 0.0291 0.2380
H -2.5604 1.0441 -1.7700 0.3893 -0.1704 -0.3149
H -3.0286 0.5685 -0.2444 0.1781 -0.6532 0.3922
H 2.0270 3.4140 -0.7257 -0.0146 0.2095 0.0400
H 2.0747 -2.9838 2.7974 0.2173 -0.0649 0.0797
H 2.4355 3.8541 -2.1475 -0.0487 0.0696 -0.0128
H 0.7192 2.4121 1.1779 0.1051 -0.4064 0.4180
H 4.3282 -0.4105 -2.0729 0.3511 -0.5471 0.1741
H -2.8427 3.6149 1.3447 -0.0464 0.0588 0.1183
H -4.0279 -0.9900 -2.5013 -0.0072 0.0033 -0.0597
H 1.5946 -2.6133 -0.2168 -0.1811 -0.2185 0.3348
H -3.0823 3.5186 -0.1455 0.0077 -0.0390 -0.1156
H -0.9591 1.4724 2.8270 0.4728 0.2690 -0.4312
H -2.2383 -2.6159 4.1849 -0.1472 -0.0164 0.4392
H 3.1820 0.1619 -1.4078 -0.3842 -0.3381 0.4697
H 0.2512 -0.2635 -3.4796 -0.0525 0.3338 -0.3923
H 1.0327 -1.4445 -1.1051 0.0597 -0.1481 -0.4247
H -0.6848 0.8891 4.1099 0.7178 -0.1031 0.3402
H -0.8629 -0.4254 -1.5155 0.3102 -0.6003 -0.3729
H 2.5943 1.0374 1.6029 -0.0209 0.2263 0.1750
H 1.4189 1.8143 -1.4655 0.3299 0.3467 -0.0919
H -2.2998 -1.5649 3.1618 -0.1989 0.3359 0.0709
H -0.2091 -2.4444 1.2845 0.6622 -0.1749 -0.0895
H -4.8752 -0.5334 -1.1849 0.1921 -0.0573 0.2746
H -2.0338 -1.6974 -2.1098 0.2428 0.6141 -0.9053
H 3.3194 -0.2489 1.5881 0.2519 -0.0757 0.1934
H -2.2245 -1.3757 0.7664 -0.6655 -0.4178 -0.0073
H 0.1795 0.9666 -1.3828 0.0351 0.1360 0.1534
H 0.7918 -1.6121 -3.5940 -0.0621 -0.3129 -0.3812
H 0.1448 3.6099 0.5262 -0.6878 0.8907 0.0258

---

15
Properties=species:S:1:pos:R:3:forces:R:3 method="wB97M-V/def2-TZVPD" lumo_energy_ev="-6.096 / -7.206" e_homo_ev="-14.297 / -14.297" energy_ev=-7820.62391 de_lowest_ev=2.6708 multiplicity=2 total_charge=+1 homo_lumo_gap_ev="8.201 / 7.091" fmax_ev_per_a=2.70
O 3.7180 2.2123 -0.9561 -1.5597 0.2518 0.3646
N -0.5583 0.6182 0.2676 1.8085 -1.6138 0.5702
C -0.7254 -0.6379 -0.2364 -1.8732 1.9381 -0.0007
C -0.2796 0.8708 1.4790 -1.0867 0.9685 0.5783
C -0.0253 -0.9964 -1.4064 0.0858 -0.9119 0.1963
C -1.9274 -1.3695 0.2260 -0.8063 0.2233 -0.8773
H -0.4074 0.1729 2.3147 0.8353 -0.4437 -0.4327
H -0.6676 -1.3055 -2.2293 0.3148 -0.3062 0.0046
H -1.7685 -1.7071 1.2575 0.1017 -0.2957 -0.2031
H -2.8062 -0.7108 0.2709 0.3429 0.2496 0.1436
H -2.2293 -2.1315 -0.4931 0.3460 -0.4647 0.4922
H -0.1179 1.8999 1.7899 -0.1384 0.0662 -0.2379
H 2.8087 2.4958 -0.7101 0.7960 0.1115 -0.7059
H 1.0436 -1.1746 -1.4296 0.0701 0.5852 -0.2417
H 3.9425 1.7635 -0.1447 0.7633 -0.3582 0.3497

---

13
Properties=species:S:1:pos:R:3:forces:R:3 method="wB97M-V/def2-TZVPD" lumo_energy_ev=0.722 e_homo_ev=-10.299 energy_ev=-7334.31394 de_lowest_ev=1.7366 multiplicity=1 homo_lumo_gap_ev=11.021 fmax_ev_per_a=1.02 smiles="C=O.CCO"
O -1.1601 -0.6813 -2.7994 -0.0028 -0.1473 0.1611
O -0.0537 3.3321 5.4251 0.0095 -0.1227 0.0070
C 0.1610 3.1518 4.2606 0.0110 0.1936 -0.1039
C 0.3468 -2.2065 -1.6007 -0.5636 0.1889 0.1028
C -0.2612 -0.8142 -1.6843 0.2052 0.3221 -0.9413
H 0.1729 3.9896 3.5407 -0.0077 0.0181 -0.0117
H 0.5012 -0.0468 -1.8460 0.2073 -0.0560 0.4990
H -0.8171 -0.5647 -0.7867 -0.2080 -0.0104 -0.0088
H 1.2040 -2.3043 -2.2641 0.0762 -0.1320 0.1004
H 0.3619 2.1544 3.8329 -0.0136 -0.0884 0.1082
H 0.6012 -2.4402 -0.5670 0.3343 -0.0384 -0.0821
H -0.6286 -0.6585 -3.6051 -0.1418 -0.0321 0.1828
H -0.4284 -2.9113 -1.9058 0.0942 -0.0952 -0.0134

---

16
Properties=species:S:1:pos:R:3:forces:R:3 method="wB97M-V/def2-TZVPD" lumo_energy_ev=-0.690 e_homo_ev=-8.769 energy_ev=-11447.40016 de_lowest_ev=10.1190 multiplicity=1 homo_lumo_gap_ev=8.079 fmax_ev_per_a=6.21
O -1.1459 -0.8238 -1.0462 -0.7110 -0.6979 2.4930
O 2.4804 -0.5662 0.5969 2.2590 1.4929 -5.3315
O -0.2413 1.5354 -0.6846 0.9059 1.0009 -0.2452
C 1.4631 0.1703 -0.2073 6.0484 -0.8146 -1.1359
C 0.1569 0.4458 0.2345 -2.7086 2.5434 2.3042
C -1.0861 0.4876 1.1871 1.7746 -4.9572 1.0577
C 0.1496 -0.8439 -0.4636 1.1841 -0.8317 -0.2235
C -1.9588 -0.5548 0.2553 -3.3546 0.5758 0.9221
H -3.1435 -0.2040 0.0644 3.5278 -0.4635 -0.3295
H 2.2256 0.8389 -0.8609 -3.1277 -0.8108 1.0598
H 0.2899 2.3766 -0.4729 -0.9976 -2.1843 -0.1818
H 0.6071 -1.8348 0.0362 -1.5889 2.3544 -0.8251
H -2.2413 -1.4984 0.9519 1.5572 1.5744 -2.0687
H -0.9489 -0.0819 2.1870 0.2132 0.5644 -1.6135
H -1.3694 1.4195 1.5449 -1.1166 1.8882 -0.4928
H 3.4866 -0.4096 -0.4151 -3.8652 -1.2346 4.6107

---

9
Properties=species:S:1:pos:R:3:forces:R:3 method="wB97M-V/def2-TZVPD" lumo_energy_ev=0.858 e_homo_ev=-10.147 energy_ev=-30920.66287 de_lowest_ev=0.6520 multiplicity=1 homo_lumo_gap_ev=11.005 fmax_ev_per_a=3.57
Cl -2.1298 -0.4847 0.0961 1.1904 0.0196 0.2161
Cl 0.0105 1.4700 -0.2048 -0.1983 1.7948 -0.3293
F 2.3361 0.0434 0.4167 1.3858 2.2351 1.7064
C 0.5557 -1.0887 -0.4342 -1.1526 -1.2427 0.3184
C 1.8408 -0.9737 -0.1680 -0.6676 -2.7249 -2.2137
C -0.3381 -0.1260 0.2866 -0.6222 -1.3588 -0.2709
H -0.0284 -0.2809 1.3098 -0.8117 0.5133 0.5869
H 2.5663 -1.7052 -0.4793 0.2760 -0.1248 -0.0935
H 0.1135 -2.0226 -0.8383 0.6003 0.8884 0.0797

---

11
Properties=species:S:1:pos:R:3:forces:R:3 method="wB97M-V/def2-TZVPD" lumo_energy_ev=0.848 e_homo_ev=-7.888 energy_ev=-19037.13816 de_lowest_ev=1.9103 multiplicity=1 homo_lumo_gap_ev=8.736 fmax_ev_per_a=1.99
S 2.3167 -0.3684 0.0092 1.1113 -0.2666 0.0468
O -1.4597 0.5137 -0.0108 1.1657 -1.5019 -0.0649
N 0.6322 -0.3620 -0.0179 -1.9220 0.2550 -0.4452
N 0.4613 1.9242 -0.0005 -0.2685 0.6142 0.0602
C -0.2654 -1.4427 0.0172 -0.6627 1.3618 -0.2500
C -0.1209 0.8056 -0.0542 1.0029 0.0889 0.8094
C -1.5023 -0.8975 0.0213 0.8361 -0.1519 -0.0660
H 2.5326 0.9712 -0.1011 -0.6550 -0.4161 0.0362
H -0.1858 2.6708 0.2030 -0.1427 0.2762 -0.3073
H 0.0531 -2.4635 -0.0475 -0.0426 -0.1458 0.1236
H -2.4617 -1.3514 -0.0187 -0.4226 -0.1137 0.0572

---

7
Properties=species:S:1:pos:R:3:forces:R:3 method="wB97M-V/def2-TZVPD" lumo_energy_ev="-7.142 / -7.141" e_homo_ev="-15.991 / -15.990" energy_ev=-38452.06535 de_lowest_ev=3.7014 multiplicity=1 total_charge=+1 homo_lumo_gap_ev="8.849 / 8.849" fmax_ev_per_a=4.57
Cl 1.3462 1.4568 0.4840 0.5673 0.1818 0.2306
Cl 1.5231 -1.8185 0.1596 -0.5414 0.6463 0.3063
P 0.4797 -0.1788 -0.0324 -3.6079 0.5204 2.7621
O -1.4140 -0.1776 1.2877 2.8685 -1.4709 -2.7182
O -0.0038 -0.1052 -1.4398 -0.2266 -0.7354 -0.4636
H -0.2810 0.2349 -2.2991 -0.0851 0.2993 0.1942
H -1.6502 0.5885 1.8400 1.0251 0.5585 -0.3114

---

71
Properties=species:S:1:pos:R:3:forces:R:3 method="wB97M-V/def2-TZVPD" lumo_energy_ev=-0.676 e_homo_ev=-7.122 energy_ev=-68654.73306 multiplicity=1 homo_lumo_gap_ev=6.446 fmax_ev_per_a=5.88
Rh 0.1045 -0.3065 -2.4489 0.1901 0.0269 -0.2233
S -1.2667 -2.5009 -3.7496 0.7357 -0.3836 0.3887
O -1.7825 -2.2626 -5.0578 -0.1924 0.0166 -0.3248
O 0.1854 -2.6441 -3.5686 -0.5468 0.1724 -0.1678
O 2.1333 3.9185 7.0850 -0.0061 -0.0172 -0.0416
O 0.4833 -0.9324 -0.5604 -0.2409 -0.1457 -0.0876
O -1.5949 1.5355 -4.2989 -0.1037 0.0493 0.1150
O 0.0984 0.2530 -4.3762 0.0035 0.1810 -0.0695
N -1.1648 0.9507 -1.6364 -0.2436 -0.1775 -0.1619
N -0.6997 1.1003 -4.9661 0.1244 -0.1627 -0.0701
N -1.5525 -1.3533 -2.6789 0.1319 -0.1731 0.0064
N 1.8296 0.7727 -2.1272 -0.0187 -0.2010 0.2270
N 4.7264 2.0976 1.5124 -0.5511 -3.6151 -4.6058
N 5.0918 2.2457 2.6342 0.9458 3.4994 4.1844
C -2.4687 0.5066 -1.6885 0.0136 0.6915 0.3741
C 3.3009 1.3870 -0.3041 0.1043 0.4455 -0.8148
C -5.0658 -0.3800 -1.9620 0.0808 -0.0724 -0.0516
C 2.2971 3.5996 4.7782 -0.0463 0.1225 -0.0464
C 2.9126 0.3787 1.8067 -0.3217 -0.4878 0.7374
C 3.6149 1.2792 1.0623 -0.1395 1.9607 0.4027
C 4.0356 2.1842 -1.2318 -0.1739 -0.1299 0.4679
C 2.8884 3.4941 6.0389 -0.1950 0.0760 -0.0048
C -3.4396 -6.1166 -2.0811 0.0155 0.0075 0.0344
C 1.4529 -0.2455 -0.0229 0.0415 0.0468 -0.1518
C -3.5213 -5.8064 -3.4354 0.0217 0.0520 -0.0268
C -4.0046 -1.1524 -2.4762 -0.1089 0.0012 0.0360
C -2.8615 -4.7032 -3.9558 -0.0268 -0.0269 0.0239
C 2.6941 3.8148 8.3800 0.0060 0.0031 0.0100
C 4.1741 3.0002 6.1436 0.3791 -0.1241 -0.1670
C 2.2097 0.6675 -0.8179 0.2151 0.0156 -0.0006
C 1.8506 -0.3778 1.2911 0.2793 -0.1068 0.4134
C -2.6710 -5.3015 -1.2503 -0.0288 -0.0306 -0.0032
C 4.8490 2.6024 4.9882 0.2398 -0.0874 0.4966
C -0.8808 2.0981 -1.0879 0.1794 0.2526 0.1083
C -3.5208 1.2800 -1.1713 -0.0276 -0.0786 -0.0759
C -4.1864 -7.2977 -1.5256 0.0088 0.0024 0.0074
C 3.6577 2.2274 -2.5357 -0.2335 -0.0901 -0.3683
C -4.8469 0.8021 -1.3117 0.1437 0.0722 0.0574
C -2.1041 -3.9099 -3.1082 0.1112 -0.1015 0.0846
C -1.8770 2.9150 -0.5290 -0.0779 0.0691 0.0332
C -2.0010 -4.2006 -1.7529 0.0351 -0.0137 -0.0831
C 2.9717 3.1917 3.6515 -0.1171 0.0299 -0.3368
C -3.1799 2.5123 -0.5736 0.0209 0.0893 0.0623
C 2.5182 1.5048 -2.9610 0.1963 0.2598 -0.0832
C 4.2610 2.6637 3.7451 -0.3022 -1.6078 -0.1023
C -2.7066 -0.7244 -2.3170 -0.3761 -0.2688 -0.2852
H 2.1610 1.5270 -3.9823 0.0179 0.0151 -0.0320
H 1.9330 4.1729 9.0673 0.0065 -0.0004 0.0012
H 2.5038 3.3043 2.6841 -0.0706 -0.0824 -0.0857
H 4.8946 2.7346 -0.8745 0.0084 -0.0180 0.0123
H 0.1587 2.4013 -1.0916 -0.0723 -0.0071 0.0166
H -3.8113 -7.5752 -0.5415 -0.0034 -0.0033 -0.0036
H 5.8634 2.2282 5.0479 -0.0052 -0.0071 0.0635
H 3.5888 4.4351 8.4758 0.0032 -0.0009 -0.0011
H -2.9308 -4.4464 -5.0040 0.0046 -0.0064 -0.0016
H -6.0778 -0.7410 -2.0906 -0.0014 -0.0035 -0.0062
H 3.2023 0.2263 2.8380 -0.1079 0.0614 0.1290
H -3.9650 3.1336 -0.1603 0.0067 0.0057 -0.0061
H -1.5905 3.8581 -0.0870 -0.0003 -0.0047 0.0042
H 2.9431 2.7787 8.6228 -0.0030 -0.0010 0.0015
H -4.0988 -8.1622 -2.1837 0.0013 -0.0003 0.0008
H -2.5965 -5.5358 -0.1953 -0.0025 -0.0021 -0.0026
H 1.3012 4.0186 4.7125 0.0160 0.0007 -0.0235
H -5.2493 -7.0682 -1.4263 -0.0004 0.0006 0.0039
H 1.3337 -1.0983 1.9112 0.0437 0.0161 0.0474
H -4.2106 -2.0788 -2.9944 -0.0026 -0.0056 0.0089
H -5.6670 1.3862 -0.9160 0.0074 0.0138 -0.0068
H 4.2120 2.8089 -3.2583 -0.0195 -0.0088 -0.0253
H -4.1102 -6.4355 -4.0922 -0.0030 0.0041 -0.0015
H 4.6700 2.9279 7.1000 0.0295 -0.0142 -0.0119
H -1.4018 -3.5678 -1.1097 0.0022 0.0074 0.0018